A cluster of 9 separate species, C16H36NO32S8 in total in a non-equilibrium geometry. Source: the Open Molecules 2025 dataset; level of theory: the ωB97M-V functional and the def2-TZVPD basis.

Each line ends with the Mulliken charge.
Element x y z (Å)
N1 -0.6606 0.5920 -0.4702  0.85
H1 -0.9274 -0.2653 -0.0076  0.11
H2 -0.6668 0.4328 -1.4676  0.03
H3 0.3428 0.6972 -0.4238  0.00
H4 -1.1817 1.4201 -0.2196  0.22
C1 -0.4695 3.6396 -4.9454  -0.17
C2 -1.6960 4.5634 -4.7660  -0.37
O1 -2.7757 3.6216 -4.5045  -0.35
S1 -2.3627 2.0527 -4.6237  0.95
O2 -3.1940 1.3823 -5.6377  -0.58
O3 -2.0828 1.4515 -3.3474  -0.25
O4 -0.9982 2.4026 -5.4298  -0.31
H5 -0.0886 3.6665 -3.9245  0.05
H6 0.2870 3.8947 -5.6876  0.40
H7 -1.8242 5.1539 -5.6732  0.28
H8 -1.6449 5.4298 -4.1066  0.33
C3 1.7356 -0.2438 -6.0290  -0.36
C4 2.6265 -1.4614 -5.7598  -0.45
O5 2.1133 -2.1144 -4.6053  -0.32
S2 1.4903 -0.9039 -3.6004  0.85
O6 2.3801 -0.4549 -2.5533  -0.35
O7 0.1892 -1.3842 -3.0996  -0.54
O8 1.5279 0.2848 -4.7490  -0.09
H9 0.7416 -0.4638 -6.4184  0.30
H10 2.1495 0.5435 -6.6590  0.31
H11 3.5774 -0.9791 -5.5336  0.27
H12 2.7882 -2.2061 -6.5391  0.37
C5 5.4114 2.3050 -0.2323  -0.15
C6 4.8429 3.5382 0.3442  -0.12
O9 3.8979 4.0599 -0.6461  -0.40
S3 3.3302 2.9282 -1.6744  1.08
O10 3.5171 3.2832 -3.0868  -0.58
O11 1.9855 2.6233 -1.1716  -0.38
O12 4.4039 1.8541 -1.1809  -0.29
H13 5.5483 1.5137 0.5047  0.20
H14 6.3535 2.4915 -0.7479  0.27
H15 5.5621 4.3311 0.5496  0.32
H16 4.3074 3.2123 1.2359  0.05
C7 -0.3889 -4.9456 3.8237  -0.49
C8 0.8910 -4.2058 4.1408  -0.11
O13 0.4621 -2.8784 4.5164  -0.35
S4 -0.8500 -2.4394 3.6555  1.06
O14 -0.5655 -1.8027 2.3441  -0.27
O15 -1.8260 -1.8297 4.5271  -0.62
O16 -1.3763 -3.9635 3.4355  -0.37
H17 -0.7306 -5.2649 4.8083  0.30
H18 -0.2687 -5.8772 3.2707  0.40
H19 1.4710 -4.3505 3.2293  0.02
H20 1.4590 -4.6263 4.9707  0.39
C9 -4.9844 -3.3244 -0.9560  -0.31
C10 -4.5466 -3.7395 -2.4300  -0.30
O17 -4.0426 -2.4613 -3.0352  -0.37
S5 -4.0785 -1.2045 -1.9543  1.03
O18 -4.5622 0.0559 -2.4329  -0.55
O19 -2.7922 -1.1605 -1.2572  -0.35
O20 -5.2320 -1.9868 -0.9835  -0.34
H21 -4.2912 -3.6779 -0.1927  0.22
H22 -5.9404 -3.8279 -0.8127  0.36
H23 -5.3360 -4.1427 -3.0644  0.29
H24 -3.6803 -4.3986 -2.4870  0.26
C11 -4.2271 -0.5053 2.7387  0.33
C12 -4.1818 0.4549 3.8874  -0.38
O21 -3.2142 1.3334 3.3812  -0.33
S6 -3.7053 1.8709 1.8676  1.01
O22 -2.4953 2.2977 1.1395  -0.53
O23 -4.7572 2.8829 2.0517  -0.56
O24 -4.2899 0.3113 1.5868  -0.20
H25 -5.1399 -1.1002 2.7689  0.40
H26 -3.3746 -1.1783 2.8304  -0.36
H27 -3.5896 0.0799 4.7221  0.27
H28 -5.1407 0.7959 4.2776  0.25
C13 -0.2364 1.9039 5.8385  -0.11
C14 -0.2717 3.3442 5.3667  -0.37
O25 0.0101 3.3997 3.9846  -0.22
S7 0.9000 2.0763 3.4991  0.81
O26 2.3279 2.3942 3.5441  -0.42
O27 0.3409 1.5840 2.2830  0.17
O28 0.5703 1.1902 4.9047  -0.12
H29 -1.2472 1.5030 5.9136  0.21
H30 0.3052 1.8232 6.7810  0.36
H31 0.4262 3.9298 5.9651  0.35
H32 -1.2813 3.7217 5.5287  0.37
C15 4.3760 -3.1580 1.3349  -0.47
C16 4.9067 -2.3275 0.1117  -0.38
O29 4.1986 -1.0323 0.4269  -0.33
S8 2.5814 -1.3296 0.9539  0.96
O30 1.7378 -1.5692 -0.2247  -0.39
O31 2.2194 -0.4374 2.0721  -0.43
O32 3.0500 -2.7953 1.6218  -0.24
H33 4.9595 -3.0553 2.2498  0.31
H34 4.3009 -4.2370 1.1996  0.32
H35 4.6284 -2.7868 -0.8369  0.28
H36 5.9862 -2.2247 0.0015  0.37

2S+1: 2
Total charge: +2
Electronic energy (hartree): -6278.18083
Expectation value of S²: 0.758
Highest occupied orbital energy (alpha / beta) (Eh): -0.52400 / -0.52400